Record 1
Computed, not measured: a molecular structure, C19H26N3OPt, with ωB97M-V with the def2-TZVPD basis set.

E_HOMO (spin up / spin down) = -18.849 / -18.861 eV
LUMO energy (spin up / spin down) = -13.133 / -13.123 eV
Charge = +3
ΔE to the lowest compared entry with this formula, charge and spin = 36.3 kcal/mol
HOMO-LUMO gap (spin up / spin down) = 5.72 / 5.74 eV

Structure (XYZ):
```
50
C19H26N3OPt, DFT ωB97M-V with the def2-TZVPD basis set
Pt 0.1225 0.1254 0.6798
C -1.3805 -2.5722 0.1414
N -1.7738 -1.1773 0.3900
C -2.4822 -0.9799 1.6816
C -2.4711 -0.5496 -0.7027
C -3.7803 -0.8430 -0.9895
C -4.4556 -0.1313 -1.9877
C -3.8333 0.9327 -2.6472
C -2.5157 1.2192 -2.3915
C -1.7738 0.4103 -1.4901
N -0.4361 0.4958 -1.2632
C 0.4745 0.9755 -2.1239
C 0.2240 1.3556 -3.4774
C 1.1702 2.0449 -4.1858
C 2.4251 2.2982 -3.6161
C 2.7512 1.7815 -2.3548
C 1.8098 1.1107 -1.6205
N 2.1300 0.5042 -0.3612
C 2.8588 1.3876 0.5818
C 2.7625 -0.8199 -0.5257
H -2.2598 -3.2111 0.0095
H -0.7794 -2.6419 -0.7635
H -0.8185 -2.9560 0.9899
H -3.4022 -1.5708 1.7359
H -1.8463 -1.2978 2.5049
H -2.7530 0.0672 1.8048
H -4.2893 -1.6354 -0.4553
H -5.4901 -0.3698 -2.2026
H -4.3922 1.5402 -3.3463
H -2.0746 2.1097 -2.8174
H -0.6939 1.0660 -3.9667
H 0.9560 2.3800 -5.1919
H 3.1637 2.8716 -4.1635
H 3.7600 1.8943 -1.9797
H 3.8579 1.6388 0.2125
H 2.3150 2.3186 0.7285
H 2.9906 0.8785 1.5331
H 3.7365 -0.7218 -1.0158
H 2.9263 -1.2766 0.4476
H 2.1415 -1.4688 -1.1414
C 0.9263 -1.9529 4.0338
C 0.9518 -0.4882 3.7849
C 1.3485 0.4076 4.8942
O 0.6678 -0.0212 2.6704
H 1.9054 -2.2806 4.3939
H 0.6604 -2.5133 3.1401
H 0.2358 -2.1852 4.8482
H 0.8602 0.1115 5.8235
H 1.1471 1.4535 4.6763
H 2.4221 0.2852 5.0751
```


Record 2
Computed, not measured: 8 unconnected molecules or ions with the total composition C33H56Cl14F8N3O5P2, with ωB97M-V with the def2-TZVPD basis set.

E_HOMO = -10.040 eV
LUMO energy = -4.185 eV
Charge = +1
HOMO-LUMO gap = 5.85 eV

Structure (XYZ):
```
121
C33H56Cl14F8N3O5P2, DFT ωB97M-V with the def2-TZVPD basis set
N -4.1191 3.0934 2.0522
P -3.4602 1.5368 1.8363
O -4.6714 0.6293 1.1178
C -2.1501 1.6742 0.4927
C -2.7047 2.4110 -0.7556
C -2.0158 2.0292 -2.0671
O -0.7164 2.6138 -2.0996
C -0.5230 3.6248 -3.0522
C 0.7525 3.3301 -3.8447
F 1.7321 3.1342 -2.9094
F 1.1243 4.4151 -4.5546
C 0.7191 2.0401 -4.6939
F 0.2914 0.9740 -3.9942
F 2.0006 1.7668 -5.0386
C -0.1142 2.1171 -6.0026
F -1.3736 2.5491 -5.7865
F -0.2284 0.8412 -6.4454
C 0.5228 2.9222 -7.1636
F 1.5681 2.2727 -7.6946
F -0.4309 2.9845 -8.1334
C -0.7968 2.3010 0.9226
C 0.1243 1.1922 1.3306
P 1.7674 1.3884 2.1462
O 1.9821 0.5038 3.2690
O 1.8303 2.9261 2.6343
O 2.8929 1.2900 1.0066
N -0.4109 0.0688 1.0283
C 0.0449 -1.3204 1.2450
C 1.4926 -1.6356 0.7724
C 1.4528 -2.9526 -0.0317
C 0.9226 -4.1309 0.7868
N 0.0958 -5.0517 0.0174
C -0.4661 -6.1955 0.5260
C -1.1685 -6.8298 -0.4283
C -1.0586 -6.0488 -1.6443
C -0.2723 -5.0110 -1.2878
C -1.7067 0.1895 0.3464
H -4.7501 3.3494 1.2901
H -4.7198 3.0297 2.8717
H -4.4766 0.4707 0.1811
H -3.7917 2.3247 -0.8378
H -2.5114 3.4789 -0.5947
H -2.6697 2.3087 -2.8977
H -1.8729 0.9452 -2.1523
H -0.3289 4.5719 -2.5251
H -1.3619 3.8152 -3.7291
H 0.7835 3.9558 -6.9197
H -0.3784 3.0891 0.2941
H -0.9943 2.8461 1.8703
H 2.1411 3.4761 1.8973
H 2.4548 1.2061 0.1434
H -0.1140 -1.6114 2.2860
H -0.6238 -1.9510 0.6516
H 2.0883 -1.8332 1.6682
H 1.9257 -0.8348 0.1770
H 2.4492 -3.2145 -0.3997
H 0.8645 -2.7440 -0.9307
H 1.7655 -4.7232 1.1616
H 0.3405 -3.8447 1.6712
H -0.3429 -6.5452 1.5614
H -1.7354 -7.7462 -0.3638
H -1.5061 -6.2537 -2.6020
H -0.0001 -4.2586 -2.0196
H -2.4227 -0.4592 0.8716
H -1.6043 -0.2614 -0.6463
Cl -3.0150 -5.6821 4.9005
C -3.6144 -7.2526 4.3018
C -2.4978 -8.2390 4.0754
Cl -1.4616 -7.7629 2.7047
H -4.1775 -7.0709 3.3893
H -4.2978 -7.6391 5.0562
H -2.9110 -9.2184 3.8370
H -1.8666 -8.3419 4.9550
Cl -0.6714 -11.1177 2.4875
C 1.1004 -10.9486 2.4803
C 1.7091 -11.3082 3.8114
Cl 1.2947 -10.1238 5.0787
H 1.3392 -9.9259 2.1955
H 1.4793 -11.6167 1.7082
H 2.7950 -11.3178 3.7287
H 1.3822 -12.2891 4.1477
Cl -0.8435 2.9164 6.2560
C 0.8155 3.2489 5.6848
C 1.6196 4.0220 6.6965
Cl 1.0314 5.6925 6.8877
H 0.7431 3.7738 4.7374
H 1.2874 2.2831 5.5037
H 2.6565 4.0873 6.3704
H 1.5992 3.5438 7.6734
Cl 4.9203 6.4038 8.4037
C 5.4005 4.7443 8.8356
C 6.2683 4.1079 7.7792
Cl 5.3676 3.7763 6.2742
H 4.4951 4.1671 9.0102
H 5.9521 4.8075 9.7724
H 6.6449 3.1515 8.1387
H 7.1185 4.7370 7.5276
Cl -4.4068 4.5560 -2.7024
C -5.7770 3.8932 -3.6425
C -6.4751 2.7642 -2.9274
Cl -5.4588 1.2969 -2.8243
H -5.3967 3.5778 -4.6111
H -6.4742 4.7144 -3.7992
H -7.3744 2.4850 -3.4733
H -6.7619 3.0461 -1.9170
Cl 5.7828 -2.0624 -4.6742
C 4.0846 -2.3458 -5.1270
C 3.1432 -1.4210 -4.3996
Cl 3.0532 -1.7842 -2.6498
H 3.8518 -3.3896 -4.9290
H 4.0078 -2.1741 -6.1996
H 2.1348 -1.5330 -4.7959
H 3.4396 -0.3812 -4.5098
Cl -1.1617 8.1325 -6.8715
C 0.6005 8.0265 -6.6323
C 0.9553 7.5811 -5.2362
Cl 0.5601 8.8133 -4.0122
H 1.0328 8.9969 -6.8636
H 0.9756 7.3032 -7.3557
H 2.0277 7.4003 -5.1684
H 0.4368 6.6655 -4.9676
```


| no. | energy (a.u.) |
| --- | --- |
| 1 | -1097.31980 |
| 2 | -9755.68752 |